# 1
This record from the OMol25 dataset describes a molecular structure, C30H61BrIN10OSiSr at a distorted geometry. The level of theory is ωB97M-V/def2-TZVPD.

E_HOMO	-10.6	eV
relative energy (zero: lowest compared OMol25 entry of this formula, charge and spin)	0.0	kJ/mol
electronic energy	-4994.39061	a.u.
LUMO level	-0.06598	Eh

ORCA input file:
```
! RIJCOSX wB97M-V def2-TZVPD def2/J DEFGRID3
* xyz 1 1
I -0.5358 -2.6305 -1.1875
H 1.2418 -0.1864 2.9675
H 3.2089 3.6241 5.8089
O 1.0844 2.1766 -1.3357
H 2.8228 -3.0429 -2.2977
H -0.9584 0.6025 4.1458
H 4.4639 -3.1195 1.1919
C 2.3601 3.9648 5.2056
H 4.0551 3.3532 1.0310
H -5.7214 -0.0490 -3.3572
N 2.9873 2.7677 2.7077
H 1.1507 4.5548 -4.3385
H 3.2165 1.8047 0.8386
C -1.2447 1.0207 -3.2192
H -2.6308 -1.1816 1.1052
C -0.6041 2.3754 2.9503
C -3.0647 0.8424 0.5830
C 3.1405 2.8108 1.2682
Sr 0.1189 0.9378 0.3381
H -2.8232 1.8364 0.9803
H 1.6933 0.9525 -4.0766
H 3.7943 4.4599 -2.7978
H -5.0315 -5.2883 -4.0495
H 4.2485 -3.3393 -1.2874
H 0.1426 2.3406 6.0163
C 1.3117 -4.1552 1.7972
H -1.2837 -3.2237 -4.1058
H 2.6771 -4.0583 -0.8740
N -4.4345 0.0405 -1.6617
H 4.9904 2.9818 3.2931
C 4.1657 2.2759 3.4028
N -2.3662 0.6592 -0.6804
C 2.4500 1.7063 -3.8466
H 1.5059 -4.5967 2.7768
H 4.1341 3.2299 -1.5877
Br -3.2955 -4.0367 0.4239
C 2.9293 -0.7134 -1.1722
H 3.8214 -4.7513 0.9100
H -2.3846 1.3215 3.4392
H -5.0543 -1.9760 -1.7821
H 4.4796 1.3140 2.9794
N 1.6279 2.8691 4.6001
H -5.7614 -1.0418 -0.4496
H 0.5752 5.0823 -2.7612
H -2.2973 -0.7961 -4.6474
H 2.2960 3.3089 0.8017
H -5.0590 -5.1594 -1.5819
H -1.1595 2.9332 2.1843
C 3.3600 3.8996 -1.9676
Si 1.8293 2.9439 -2.5427
C -4.2416 -4.7305 -2.1441
H 3.3383 1.1843 -3.4853
C 1.7457 2.5828 3.2515
C 2.1710 -2.1041 0.7036
C -0.6096 -1.1917 2.5495
H 3.9652 2.1311 4.4598
H 3.9292 -4.1091 2.5561
C -3.1608 -4.2544 -4.2354
C -2.1401 -3.5520 -2.1746
C -2.1218 -3.6353 -3.5597
H -0.2758 3.8061 -3.6224
H 1.2095 -4.9698 1.0691
H -4.0707 -1.5615 -0.3739
H -0.9421 -1.9789 1.8705
H -3.6155 0.3724 -4.7815
C -2.6569 -0.2141 1.6087
H 0.7621 1.0142 5.0099
H -0.9086 -1.5017 3.5618
H -3.3997 -0.2921 2.4148
C -3.2022 -4.1086 -1.4689
H 0.3633 -3.6241 1.8355
C -4.8513 -1.1946 -1.0366
C 1.0324 1.9321 5.5275
C -1.3433 1.0574 3.2292
H -0.4421 0.2759 -3.2507
C -5.3869 0.6396 -2.5724
C -3.1024 -0.3073 -4.0957
H -0.6766 2.9801 3.8608
H -4.1506 0.8210 0.4651
C 0.7139 4.2082 -3.4003
H 3.5081 -0.8633 -2.0791
N 2.3953 -3.2597 1.4421
H 2.7252 4.6359 4.4331
C -3.0759 0.3618 -1.7295
C 3.7202 -3.8446 1.5163
H 2.7229 2.1970 -4.7821
H 3.1139 4.6197 -1.1852
N 2.8069 -1.9974 -0.4942
N 1.4448 -1.1095 1.1183
H 1.9685 -0.2692 -1.4648
H -6.2680 0.9606 -2.0101
C 3.1683 -3.1740 -1.2716
C -4.2208 -4.7993 -3.5277
H 1.6881 4.5234 5.8619
H 1.3266 -1.9353 3.0720
H 1.7557 1.6717 6.3075
H -3.1352 -4.3154 -5.3149
H -3.7956 -1.0767 -3.7664
N -2.5278 0.3982 -2.9665
C 0.9200 -1.1114 2.4785
H -1.0014 1.7373 -2.4427
N -1.3270 0.0326 2.1758
H -4.9456 1.5167 -3.0415
H -1.2792 1.5300 -4.1837
N 0.7586 2.2406 2.4868
H 3.4491 0.0101 -0.5436
*
```

Atomic partial charges in e from the Mulliken method, atoms 1 to 2: number 1, I, carries 0.192; number 2, H, carries -0.078

---

# 2
This record from the OMol25 dataset describes 9 unconnected molecules or ions with the total composition C30H62IN12O18 at a distorted geometry. The level of theory is ωB97M-V/def2-TZVPD.

E_HOMO	-12.0	eV
relative energy (zero: lowest compared OMol25 entry of this formula, charge and spin)	0.0	kJ/mol
electronic energy	-3488.10729	a.u.
LUMO level	-0.16450	Eh

ORCA input file:
```
! RIJCOSX wB97M-V def2-TZVPD def2/J DEFGRID3
* xyz 1 1
I -4.4909 1.0329 0.7828
C 0.8619 8.2634 -0.7937
C -2.3478 11.1310 -4.5220
H 0.8746 7.1746 -0.8235
H -7.3790 6.6960 -4.0107
O 1.6981 -9.2405 0.8077
O -4.8857 4.9159 -2.3771
O -3.2741 5.0675 -3.8241
O -7.7092 1.4789 5.8484
H 1.4023 -2.0330 -0.7395
O -3.8918 10.3542 -6.0613
H -1.9433 -6.6764 -4.5736
C 4.0951 -0.6134 2.0683
O -2.5420 -1.0317 -1.0029
C 0.3016 -2.2817 -0.5849
H -1.8564 -6.4515 -0.4863
H -5.8305 1.1569 4.0920
C 5.1751 0.0361 1.0525
C -8.0778 7.5301 -3.9571
C 5.4730 -0.8607 -0.2444
C 0.0397 -5.8844 -1.5262
H -5.5546 2.9248 3.9915
H -1.5804 10.4538 -4.1486
H 0.9943 0.5388 3.9441
C 8.4567 -3.1447 1.0124
C -1.8605 -0.7351 0.2073
C 1.9973 -5.2507 -0.1700
N -3.5254 10.3079 -4.9018
H 9.4158 -3.6171 0.6101
O -4.0753 -8.1469 -2.7126
H -8.9997 7.2957 -4.4858
H -7.1147 2.2357 3.4412
H -0.2038 -2.1082 -1.6096
O -2.5403 9.5816 -1.1205
C -2.5283 0.2036 1.2391
N -1.8701 0.4798 2.4454
C -3.2303 3.2969 -2.3444
O 2.4677 -4.6404 0.8450
N -3.2396 -7.3291 -3.0468
N -3.7162 9.2437 -1.0871
H -5.1537 7.8435 -1.7292
C 9.1599 -3.5317 3.4949
H -0.4132 -6.4376 0.6450
N -6.8612 2.2884 5.5161
H 1.8405 -1.4651 3.3379
H 7.6173 -1.9778 2.7624
N 1.8283 8.7504 -1.8122
H 2.0304 -7.4560 -0.5541
H 6.1802 0.1354 1.6124
H 6.1305 -0.2382 -0.9641
C -0.4550 -1.3522 0.4533
C 6.2141 -2.2505 0.0540
N -0.6946 -0.0885 2.6474
O -4.0417 9.6413 -4.0156
H 0.6231 -6.5746 -2.2390
H 2.3829 -0.0939 0.6295
C -2.6717 -7.4691 -4.4134
H 9.4267 -1.6302 2.3182
H 9.1378 -3.1410 4.5735
H 1.3237 -10.9978 2.6794
C 2.7878 -6.6045 -0.5918
H 3.0278 -1.8027 0.5283
H -3.5089 7.1933 -1.4389
C 1.5620 -1.5308 2.2379
C 8.6194 -2.4453 2.4494
O -7.4571 8.0338 -1.7908
C -6.2934 2.1413 4.1507
H -0.6569 -7.8786 -0.5599
H 8.0440 -0.9932 0.4559
H 4.4990 -1.0528 -0.8294
H 0.6509 -9.4054 3.1758
O -6.4394 3.2036 6.2019
C -0.7478 -6.7539 -0.4149
H -3.4953 -7.3854 -5.1213
H -0.4467 -10.7217 2.6522
H 3.6423 -6.7681 0.1381
H 3.1592 -6.3945 -1.6656
C 0.1300 -0.9424 1.8613
H -2.2343 3.5590 -1.9893
H -0.7560 -5.3789 -2.1914
H -0.1821 -2.0955 4.3580
H -3.8388 8.1998 -2.8932
H 4.8213 1.0612 0.6609
H 8.4775 -4.4476 3.4633
H 0.0596 -3.9622 0.9414
H 4.5852 -1.5326 2.5300
H 5.9643 -2.5901 1.1215
N 0.6485 -9.7809 1.1191
N -3.8493 4.5307 -2.8945
H 5.9238 -3.0930 -0.6751
C -0.1030 0.2458 4.0096
O 2.7571 9.4358 -1.4210
N -8.3934 7.7585 -2.5227
H 3.8793 0.2033 2.8566
H -3.8482 2.9309 -1.5259
H -3.4308 -1.4152 -0.8245
H 10.2238 -3.8832 3.2915
H 7.6613 -3.9618 1.1306
H -0.1203 8.6554 -1.0581
H -7.6320 8.4452 -4.3452
C 0.5327 -10.2663 2.5190
H -3.1831 2.5652 -3.1500
O -4.6035 9.8209 -0.4868
H -0.6678 -0.0943 6.4991
H -2.6699 11.8283 -3.7494
H 1.1706 8.6258 0.1850
O -9.5587 7.6552 -2.1813
C 7.8220 -2.0376 0.0145
C 0.0186 -3.8203 -0.1946
C 2.7527 -0.9637 1.2731
C -4.0860 8.0227 -1.8474
H -1.0740 -4.0238 -0.5110
C -0.3184 -1.0938 4.9131
H 1.5111 -2.6617 1.9929
N 0.8655 -4.7769 -0.9563
O 1.6184 8.4259 -2.9696
H -0.7331 1.0516 4.5407
N -0.5997 -1.0843 6.1885
O -2.8284 -6.4057 -2.3575
H -1.9956 11.6657 -5.4019
H 8.2513 -2.1150 -1.0407
O -0.3083 -9.9561 0.3837
H -2.1968 -8.4476 -4.4729
*
```

Atomic partial charges in e from the Mulliken method, atoms 1 to 2: number 1, I, carries 0.157; number 2, C, carries -0.488

---

# 3
This record from the OMol25 dataset describes 3 unconnected molecules or ions with the total composition C30H63F3IO15P3Si at a distorted geometry. The level of theory is ωB97M-V/def2-TZVPD.

E_HOMO	-9.6	eV
SMILES	CCOP(=O)(CC[C@](CCO[Si](C)(C)C)(CCC(F)(F)F)OC(=O)CC(=O)I)OCC.CCOP(=O)(OCC)OCC.CCOP(=O)(OCC)OCC
electronic energy	-4220.72150	a.u.
LUMO level	0.01328	Eh

ORCA input file:
```
! RIJCOSX wB97M-V def2-TZVPD def2/J DEFGRID3
* xyz 0 1
O 0.2742 -3.5618 5.8998
H -3.2502 0.8296 0.4886
I -4.4636 -1.9491 -2.0262
C -3.6688 0.0252 1.0929
H -0.7760 -3.3437 1.5118
C -0.0534 8.9028 -7.1163
H -3.5534 -5.8094 -2.6275
H 2.0891 2.5590 2.3379
O 0.8312 5.7861 -5.3025
H 1.3467 -6.5848 8.2123
H -1.1505 10.1989 -3.9951
H -1.9100 -4.0689 0.3963
H -1.4410 -1.7219 9.0488
P 1.1214 7.3615 -5.2998
H 1.6649 -1.3827 -0.6396
C -1.1589 -3.2730 0.4818
C 2.5178 2.0240 1.4923
O -0.1109 -2.8907 8.0664
H 1.9686 5.4321 -2.9670
C -1.0776 -0.4669 2.6153
H 0.2467 -3.2650 -4.4838
Si -2.4236 -1.2636 1.5923
F 2.6723 -3.4927 -5.9014
H -4.0313 0.4611 2.0307
O -0.0709 1.2479 -2.3702
H -0.3146 3.1276 -1.4970
H 1.8757 9.7118 -6.5183
H 2.1102 -3.3011 -2.1456
C -1.7270 -4.7866 -2.3759
H -2.5835 1.1409 -1.9119
C -1.1126 -2.7614 9.0759
O 0.2265 7.6003 -6.5826
C 0.6190 -4.2571 4.6957
C -0.0433 -3.1394 -1.8818
H 1.2588 -4.7936 -2.2934
H 0.9134 10.7735 -7.5591
C 0.4838 8.9742 -3.2941
H -4.0487 -3.1099 2.0201
C -0.8584 2.4429 -2.1508
C 2.0710 2.6367 0.1729
H 2.8180 5.1966 -5.4654
H 0.0360 -4.0052 10.4243
H -2.6115 -3.2230 3.0531
H -0.7654 9.4159 -6.4666
H 1.1929 3.8853 -3.2481
H 1.9083 -6.5782 5.7723
H -1.2570 -5.1338 4.0812
H -2.9697 2.8959 -1.9475
H 1.6079 3.9375 -5.6046
H 2.9232 -5.8952 8.5737
H 3.4648 -5.8196 6.1320
H 2.9441 4.0101 -3.3779
H -0.4042 -6.0847 5.2898
H -0.9332 -1.1570 -1.8153
H -2.2346 2.1658 -0.5350
H 0.1695 -6.0634 3.6137
H -0.8755 0.5476 2.2704
H 1.7334 9.3649 -8.2365
P 0.1239 -4.2792 7.3038
H 2.7708 3.3952 -0.1745
H 1.0954 3.1055 0.2879
P 0.7141 0.7780 -1.0539
C 2.0060 4.5301 -3.5784
O 2.0398 1.6333 -0.8758
H 0.9237 -3.1642 0.0574
C -3.3455 -2.5334 2.6235
H -3.8403 -2.0544 3.4689
C -2.2543 2.1393 -1.6246
H -1.3817 -3.2363 11.1644
H 0.0742 -2.2957 10.8144
C -0.5687 -3.0990 10.4508
H 0.0424 8.7774 -2.3168
O 1.6472 -4.5903 7.7014
C -0.0727 10.2711 -3.8438
C 1.1893 9.7362 -7.3683
C 1.1772 -3.6839 -4.1006
H 0.3901 10.5281 -4.7981
C 1.2067 -3.7395 -2.5669
C 1.2027 -0.8895 -1.4922
O 2.5324 7.5566 -4.9484
O -1.6759 -1.9776 0.2740
H 1.5641 9.0474 -3.1558
O -1.2590 -3.5436 -2.5670
H 2.1206 1.0087 1.5370
C 0.0336 -3.5688 -0.4239
H 0.0658 -1.4802 -3.1975
C -3.9018 -3.7496 -3.0461
H 1.6765 -4.5286 4.7194
C 2.1306 -5.9309 7.8261
H 0.5103 -3.5334 3.8872
C 2.6891 -6.4762 6.5281
O -0.7868 -5.2709 7.8864
O -1.0648 -5.7828 -2.3705
H -0.5724 8.7303 -8.0580
H -3.5260 -4.8058 -1.1814
O 0.1594 7.8430 -4.1071
O -0.1843 0.8228 0.1206
H 3.1241 -7.4629 6.6908
H -0.1479 -1.0304 2.4911
O -4.1232 -3.8647 -4.2001
C -3.2401 -4.8442 -2.2319
F 3.4135 -2.8113 -4.0050
H 1.2299 -4.6927 -4.5057
H 0.1672 -4.6551 -0.4049
F 1.9207 -1.6563 -5.0974
H 3.6026 1.9504 1.5515
H 1.9803 -0.7784 -2.2571
C 1.8733 4.8413 -5.0554
H 0.1229 11.0888 -3.1492
H -1.3413 -0.4298 3.6750
C 2.3015 -2.8964 -4.7446
C -0.2672 -5.4556 4.4070
H -0.9573 2.9570 -3.1074
C 0.0037 -1.6240 -2.1171
H -1.9786 -3.3773 8.8359
H -4.5453 -0.4195 0.6175
*
```

Atomic partial charges in e from the Mulliken method, atoms 1 to 2: number 1, O, carries -0.363; number 2, H, carries -0.116

---

# 4
This record from the OMol25 dataset describes 5 unconnected molecules or ions with the total composition C30H63N6O7 at a distorted geometry. The level of theory is ωB97M-V/def2-TZVPD.

E_HOMO	-10.6	eV
electronic energy	-2035.70423	a.u.
LUMO level	-0.17701	Eh

ORCA input file:
```
! RIJCOSX wB97M-V def2-TZVPD def2/J DEFGRID3
* xyz 1 1
H 4.1612 -4.8538 -1.5280
H -0.6462 0.9403 1.8504
H 2.4466 6.1118 0.0036
H -0.9656 -2.4550 4.9747
H 0.1059 1.0581 3.4485
H -6.2128 3.0445 -3.2507
C 1.8803 -3.5855 -2.8030
H 4.3714 0.4125 0.6579
H 4.3929 -3.8775 -3.0116
C -1.8555 -0.6068 -3.1242
H 0.0419 0.6672 -4.3445
C 3.9473 4.7134 0.6169
H 2.9598 -2.1477 5.6350
H -7.3929 -0.9363 -3.6495
H 2.8933 -6.3568 -2.3489
H -10.9206 1.5394 -3.6069
H -2.8945 -1.0826 -5.5965
O 2.8139 -3.2969 -1.7714
C -1.8580 -0.7503 -5.6846
H 1.5483 -7.0238 -3.2486
H -2.8661 -1.0357 -3.1179
C 3.4435 -1.3181 1.4689
C -6.9701 -0.0598 -4.1450
H 2.3288 -3.4300 -3.7920
C -9.9232 1.1003 -3.5944
C 2.8538 -1.8839 2.6116
H -7.6583 1.9841 -1.4245
H -7.6189 0.2084 -4.9779
H 2.4017 4.4124 1.9120
N 0.2136 -0.3272 -4.4748
H -1.8591 0.3015 -5.9684
H -0.9035 -2.0836 -4.3361
C 4.1066 -3.8522 -1.9579
H 0.3426 -2.3867 6.9320
H 4.9879 8.6253 1.6865
H -2.4838 1.8193 -4.5718
H -1.2181 0.6136 5.2393
C 2.7578 -1.1060 3.7939
H -2.4076 -0.2074 2.7919
C -0.3090 0.3549 2.7141
H -5.9203 0.8340 -2.5302
N 0.7771 -5.1833 -1.3055
H -0.2262 -0.8152 7.4423
H 2.6496 -5.8992 -4.0398
O 3.7173 7.1179 1.1805
H 0.4627 -0.3413 2.3583
H -2.7370 -0.2651 5.0243
H 5.9455 4.9445 1.4786
H 1.5667 -4.9727 -0.7005
H 0.7669 -0.5856 -3.6614
H 4.1560 1.6433 2.6543
O -1.9053 0.7850 -2.8728
H 4.8216 -3.2255 -1.4202
C 2.1395 -6.1204 -3.0997
C 3.8919 -0.0321 1.5260
O 3.2532 1.0170 4.8331
N 3.7959 0.6819 2.6409
H 1.0912 -2.8339 -2.7011
N 3.4172 4.3684 1.9456
H 5.6308 7.0130 1.9749
C -1.6507 -0.3224 4.8672
C 4.1942 0.5447 5.6404
H 0.3681 -4.9859 -3.3428
H -1.4032 -1.3001 -6.5092
O 1.4537 -3.7725 1.9895
H -1.3066 -1.5399 3.0781
C 2.3391 -3.3295 2.6463
H -7.3019 2.6358 -4.3491
H -9.9901 0.0975 -3.1637
H 1.8947 -0.2363 6.6482
C -6.7781 1.0908 -3.1613
C 5.4580 4.4959 0.6137
O 2.9992 -4.1339 3.5514
H 0.9349 0.0722 5.2003
C -1.4849 -0.4832 3.3160
N 5.1191 0.1771 6.2463
H -9.5751 1.0445 -4.6280
C -1.1663 -1.5941 5.6266
C 1.2739 -0.7191 5.8807
H -1.9895 -1.9014 6.2886
C 1.2363 -4.9659 -2.6772
C 5.0425 7.6163 1.2800
H 3.5590 -1.8918 0.5491
H 0.0953 -4.4658 -1.0722
H -3.7920 0.8899 -3.7731
C 3.2514 0.1615 3.7278
H -3.1645 2.3798 -3.0508
H 4.0006 6.4219 -0.7507
H 5.9138 4.9079 -0.2875
H 3.6706 5.1257 2.5770
C -1.0859 -1.0051 -4.3941
H -6.0099 -0.3531 -4.5740
C 0.0642 -1.3881 6.5508
N -6.4442 2.3074 -3.9116
C 2.1358 -1.7102 5.0435
H 5.6874 3.4271 0.6402
H 2.6394 -4.0099 4.4389
H -8.2884 0.3760 -1.7437
C -2.8916 1.4881 -3.6153
H 5.5367 7.6605 0.3059
H 3.5205 4.0163 -0.1112
O -9.0863 1.9509 -2.8294
C 3.5238 6.1271 0.1917
H 1.4748 -2.5565 4.8021
C -7.9780 1.3119 -2.2263
H -1.3295 -1.0364 -2.2647
*
```

Atomic partial charges in e from the Mulliken method, atoms 1 to 2: number 1, H, carries 0.284; number 2, H, carries 0.454